(1)
24
Properties=species:S:1:pos:R:3:nbo_charge:R:1 method="wB97M-V/def2-TZVPD" homo_lumo_gap_ev=8.78 energy_ev=-16634.9040 fmax_ev_per_a=6.44 e_above_lowest_kcal_mol=163.9
O -1.3659 -2.1783 -0.1874 -0.91
H -1.5154 -3.0570 -0.5364 0.49
H -1.5766 -1.5924 -0.9144 0.50
O -0.9130 1.4429 -1.3023 -0.87
H -0.4615 2.2171 -1.6384 0.52
H -1.7182 1.3922 -1.8173 0.51
O -0.0031 0.4073 0.2927 -0.99
H -0.0545 -0.3792 -0.2505 0.48
H -0.5599 1.0446 -0.1546 0.44
O 0.5301 -2.5775 0.6539 -0.98
H -0.3989 -2.3583 0.5817 0.45
H 0.8519 -2.5584 -0.2474 0.44
O -1.7615 1.9629 1.4622 -0.91
H -1.3296 2.2646 0.6630 0.44
H -1.3707 2.4895 2.1596 0.47
O 1.4471 0.1873 2.1311 -0.91
H 1.9917 0.8692 2.5242 0.45
H 0.7069 0.6605 1.7511 0.50
O 2.8273 0.1778 0.2815 -1.00
H 3.5175 0.0551 0.9333 0.45
H 2.0375 0.3427 0.7963 0.48
O -0.5408 -0.5734 -2.3903 -0.99
H 0.3690 -0.5638 -2.6876 0.49
H -0.7092 0.3244 -2.1041 0.45


(2)
24
Properties=species:S:1:pos:R:3:nbo_charge:R:1 method="wB97M-V/def2-TZVPD" homo_lumo_gap_ev=9.97 energy_ev=-16639.5349 fmax_ev_per_a=2.95 e_above_lowest_kcal_mol=57.1
O -1.9542 0.4848 2.7483 -1.00
H -2.3982 0.9278 3.4513 0.49
H -1.3272 0.8568 2.1473 0.52
O 2.8878 0.4328 -1.8057 -0.95
H 3.2468 0.0388 -1.0507 0.50
H 3.4688 0.4288 -2.5437 0.48
O 0.5738 0.5638 0.9103 -0.97
H 0.0808 -0.1962 0.6363 0.49
H 1.4048 0.3088 0.5453 0.48
O 2.4728 -1.4302 0.1003 -0.96
H 1.8958 -1.7312 0.7623 0.48
H 2.7008 -2.1812 -0.3977 0.48
O -1.0362 2.7378 0.6123 -0.97
H -0.4162 2.0188 0.6313 0.48
H -1.6282 2.4688 -0.0947 0.47
O -1.0672 -1.4652 0.0413 -0.95
H -1.4242 -1.2092 -0.8137 0.50
H -0.6492 -2.3242 -0.1317 0.48
O -3.1672 0.4118 0.2983 -0.98
H -2.8122 -0.4482 0.1413 0.47
H -3.1822 0.5738 1.2453 0.50
O 0.4748 -0.4712 -2.2247 -0.99
H 1.3538 -0.1562 -2.0337 0.49
H 0.5008 -0.6402 -3.1747 0.46


(3)
24
Properties=species:S:1:pos:R:3:nbo_charge:R:1 method="wB97M-V/def2-TZVPD" homo_lumo_gap_ev=10.64 energy_ev=-16639.8254 fmax_ev_per_a=0.85 e_above_lowest_kcal_mol=50.4
O 1.7648 -2.0010 -1.0718 -0.98
H 2.6425 -1.6650 -0.8688 0.46
H 1.1526 -1.2702 -0.8195 0.49
O 0.3513 0.0441 0.1070 -0.98
H -0.4304 0.2801 -0.4130 0.50
H 0.0413 0.0457 1.0231 0.50
O 1.7495 -3.1691 2.4539 -0.94
H 1.1283 -2.6412 1.9373 0.47
H 1.2228 -3.5511 3.1636 0.46
O 1.3385 2.8355 1.1881 -0.95
H 1.8257 2.1151 0.7721 0.48
H 1.0880 3.4095 0.4559 0.47
O -0.8808 -0.0529 3.2605 -0.95
H -1.2689 -0.7824 3.7557 0.47
H -0.4119 0.4708 3.9211 0.48
O 1.3198 1.8572 -2.6989 -0.94
H 0.9639 0.9814 -2.8943 0.48
H 2.2366 1.6969 -2.4513 0.47
O -2.5008 0.3297 -0.5991 -0.96
H -3.0225 -0.3975 -0.2381 0.49
H -3.0283 1.1213 -0.4271 0.49
O -2.3016 0.3572 -3.4689 -0.96
H -2.2497 0.4825 -2.5050 0.48
H -2.7305 -0.4965 -3.5824 0.46


(4)
24
Properties=species:S:1:pos:R:3:nbo_charge:R:1 method="wB97M-V/def2-TZVPD" homo_lumo_gap_ev=10.44 energy_ev=-16639.4505 fmax_ev_per_a=2.37 e_above_lowest_kcal_mol=59.0
O -0.7895 -17.7163 -15.1027 -0.97
H -1.4579 -17.3187 -15.6479 0.48
H -1.0370 -17.5548 -14.2226 0.48
O 0.2713 -15.5988 -12.2471 -0.96
H -0.3578 -16.2705 -12.4296 0.48
H 0.1090 -15.2814 -11.3388 0.46
O -1.2588 -14.4495 -14.5060 -0.96
H -0.3259 -14.6368 -14.5736 0.48
H -1.6423 -15.0147 -15.2177 0.47
O -1.9696 -17.1233 -12.4959 -0.95
H -2.2746 -16.4900 -11.8582 0.49
H -2.0267 -17.9791 -12.0515 0.48
O 1.9198 -17.6205 -16.2624 -0.95
H 1.0488 -17.5619 -15.9218 0.49
H 1.8101 -17.2261 -17.1313 0.45
O -4.1890 -19.0784 -13.9492 -0.95
H -3.3760 -19.4068 -14.2842 0.48
H -4.1641 -18.8546 -13.0123 0.47
O -3.1336 -16.1260 -15.8434 -0.94
H -3.2254 -15.3024 -16.3201 0.47
H -3.6418 -15.9346 -15.0558 0.49
O 0.5629 -19.2467 -13.1258 -0.96
H 1.4636 -19.5285 -13.3960 0.49
H 0.5581 -18.8658 -12.2559 0.47


(5)
25
Properties=species:S:1:pos:R:3:lowdin_charge:R:1 method="wB97M-V/def2-TZVPD" charge=+2 homo_lumo_gap_ev=3.57 energy_ev=-21862.3348 fmax_ev_per_a=4.19 e_above_lowest_kcal_mol=279.8
Pb 1.6702 1.6090 0.5927 1.59
O 0.1317 -0.3441 2.6272 -0.06
H 0.5446 -1.2071 2.5085 0.07
H -0.8543 -0.4566 2.6063 0.06
O 2.6989 3.3890 0.0034 -0.43
H 2.1380 3.7175 -0.7320 -0.01
H -1.3683 -0.1943 0.6237 0.50
O -2.9281 0.7314 -1.2011 0.03
H -2.4549 0.9983 -2.0291 0.09
H -2.1823 0.1448 -0.8534 -0.03
O -2.9921 -3.5724 1.2188 -0.08
H -2.2161 -2.9692 1.3431 0.00
H -2.6756 -4.1809 2.0005 0.12
O 3.5023 -0.9983 0.6086 -0.06
H 2.7155 -1.4325 0.3348 -0.01
H 4.0639 -1.7165 0.8473 0.06
O 2.1548 0.7665 -2.2326 -0.15
H 1.2071 0.9874 -2.4864 0.06
H 1.9719 -0.2193 -2.4909 0.11
O -0.8100 3.1008 0.5905 -0.14
H -1.3530 3.3149 -0.1999 0.08
H -1.2930 3.5560 1.2787 0.07
O -0.4440 -1.2188 -1.5834 -0.01
H -0.2882 -2.0656 -1.1656 0.07
H -0.9389 -1.7401 -2.2099 0.09


(6)
25
Properties=species:S:1:pos:R:3:nbo_charge:R:1 method="wB97M-V/def2-TZVPD" charge=+3 homo_lumo_gap_ev=11.71 energy_ev=-21302.1184 fmax_ev_per_a=2.33 e_above_lowest_kcal_mol=6.3
Tl -0.0056 -0.0720 0.0437 1.90
O -0.0610 1.0218 -1.8612 -0.94
H 0.4244 0.7995 -2.6631 0.53
H -0.6480 1.6623 -2.2386 0.55
O 0.2384 -2.0308 1.0223 -0.95
H 1.0167 -2.5460 1.3234 0.56
H -0.5061 -2.5626 1.2470 0.54
O 1.9589 1.0679 0.0152 -0.94
H 2.4912 0.9996 -0.7681 0.53
H 2.4586 1.6171 0.6466 0.55
O -2.1144 0.0371 0.8282 -0.93
H -2.8412 -0.4738 0.5242 0.54
H -2.5538 0.8578 1.0735 0.54
O -1.2769 -1.3983 -1.2538 -0.95
H -1.8090 -1.0971 -2.0345 0.55
H -1.0624 -2.3144 -1.4527 0.54
O 1.3256 -1.2839 -1.3165 -0.95
H 1.7582 -2.1134 -0.9787 0.55
H 1.8275 -1.0100 -2.0695 0.53
O 0.4484 0.3532 2.1967 -0.93
H -0.2559 0.0874 2.8185 0.54
H 0.9738 0.9347 2.6982 0.54
O -0.6416 2.1500 0.5449 -0.95
H -0.8703 2.3535 1.4756 0.53
H -0.2756 2.9606 0.1785 0.54


(7)
27
Properties=species:S:1:pos:R:3:nbo_charge:R:1 method="wB97M-V/def2-TZVPD" homo_lumo_gap_ev=9.88 energy_ev=-18908.8127 fmax_ev_per_a=5.98 e_above_lowest_kcal_mol=1.6
Li -26.1042 7.4581 2.5680 0.96
O -25.5524 9.4126 2.6314 -1.30
H -25.7991 9.7914 1.8549 0.45
O -27.9834 10.6007 2.9028 -0.96
H -28.5547 9.9127 2.6381 0.47
H -27.1381 10.3378 2.9890 0.49
O -22.9674 10.8575 2.7180 -0.97
H -23.9168 10.5821 2.7955 0.49
H -22.7278 10.9615 1.6688 0.47
O -24.7574 7.9628 5.9018 -0.94
H -24.6771 7.8484 5.0331 0.45
H -24.8077 8.8987 5.9056 0.48
O -27.4766 7.6145 0.8982 -1.00
H -27.4668 7.0328 0.1445 0.49
H -26.9038 8.2527 0.5012 0.51
O -25.5383 10.5205 4.9988 -1.01
H -25.5295 9.9863 4.1539 0.50
H -26.4159 10.5470 5.4210 0.48
O -23.4108 7.9388 3.1586 -1.03
H -22.7237 8.4637 3.5045 0.48
H -24.0057 8.8054 2.9318 0.50
O -28.3650 11.5824 0.0739 -0.98
H -28.6135 12.4634 -0.0525 0.50
H -28.2051 11.3868 1.0706 0.52
O -26.5091 9.8138 -0.5928 -1.04
H -25.6849 10.2639 -0.5025 0.48
H -27.3851 10.4281 -0.3662 0.53


(8)
25
Properties=species:S:1:pos:R:3:nbo_charge:R:1 method="wB97M-V/def2-TZVPD" homo_lumo_gap_ev=10.12 energy_ev=-16096.8843 fmax_ev_per_a=7.28 e_above_lowest_kcal_mol=65.6
N 1.4130 -0.5409 -1.7639 -1.04
H 1.7034 -0.1479 -2.6052 0.36
H 2.2532 -0.7714 -1.2883 0.35
H 1.0419 -1.5387 -2.1551 0.33
O -2.0974 0.7640 -0.4910 -0.99
H -2.4845 1.5963 -0.1026 0.50
H -2.5832 -0.0307 -0.4307 0.49
O 0.2826 -1.2336 0.6464 -1.00
H -0.0479 -2.1419 1.0058 0.49
H -0.1985 -1.1079 -0.2292 0.51
O -0.8614 0.6593 2.8410 -0.96
H -1.0306 1.4567 2.3055 0.48
H 0.1134 0.3575 2.6907 0.48
O 0.6884 1.3726 0.6126 -0.97
H 1.4504 0.8726 0.7740 0.45
H -0.0320 0.6822 0.6241 0.50
O -2.0230 -2.2477 -0.7850 -0.94
H -1.8341 -1.5465 -1.2629 0.46
H -2.3749 -2.9451 -1.3976 0.49
O 3.1024 -0.3319 2.0482 -0.96
H 3.0470 0.6535 2.1030 0.48
H 2.3007 -0.7316 1.7815 0.48
O -0.3970 1.6137 -2.8983 -0.96
H -0.8682 1.9032 -2.0217 0.49
H 0.0951 2.4536 -3.2350 0.47


(9)
31
Properties=species:S:1:pos:R:3:nbo_charge:R:1 method="wB97M-V/def2-TZVPD" charge=-1 homo_lumo_gap_ev=10.17 energy_ev=-26351.3862 fmax_ev_per_a=5.17 e_above_lowest_kcal_mol=47.5
N -0.3699 -0.8923 -0.7529 0.74
O -0.0920 -1.3287 0.4195 -0.56
O 0.4410 -0.1532 -1.3834 -0.58
O -1.5697 -0.7850 -1.0004 -0.53
O -3.8108 0.4152 -0.7421 -0.98
H -3.0637 -0.1991 -0.8775 0.49
H -4.4050 -0.0192 -0.1006 0.47
O -1.6764 1.9838 -2.2634 -0.97
H -0.8132 2.3022 -2.2675 0.47
H -1.6775 1.0946 -2.0215 0.47
O 0.8410 -2.1577 3.0219 -0.97
H 1.2053 -3.0521 3.1101 0.47
H 0.4151 -2.0344 2.1857 0.50
O 1.7436 0.9607 1.1003 -0.95
H 1.2630 0.3947 0.5211 0.49
H 2.6967 0.9429 0.9131 0.46
O 3.2725 0.3550 -1.6913 -0.98
H 2.3979 0.0228 -1.5121 0.50
H 3.4783 1.1415 -1.1888 0.47
O -1.2003 1.7520 0.5491 -0.96
H -1.1521 2.6181 0.9844 0.46
H -1.7658 1.9261 -0.1948 0.49
O 3.3044 -2.8260 1.4691 -0.96
H 2.5375 -2.2845 1.4907 0.49
H 3.5613 -2.8875 0.5580 0.46
O 0.7533 2.6079 -1.6834 -0.96
H 0.4899 1.7466 -1.3435 0.51
H 1.3571 2.5030 -2.4133 0.47
O -3.0175 -1.6067 1.6854 -0.96
H -2.7390 -1.1218 2.4185 0.46
H -2.4050 -1.4189 1.0096 0.49


(10)
31
Properties=species:S:1:pos:R:3:nbo_charge:R:1 method="wB97M-V/def2-TZVPD" charge=-1 homo_lumo_gap_ev=9.73 energy_ev=-26350.2241 fmax_ev_per_a=7.98 e_above_lowest_kcal_mol=74.3
N -0.0726 -0.1391 0.3482 0.72
O -1.0176 -0.9631 0.6162 -0.60
O 0.1834 0.1239 -0.8248 -0.54
O 0.5574 0.3189 1.2892 -0.53
O -3.6326 -2.1171 0.8152 -0.96
H -3.4796 -2.6081 1.5912 0.45
H -2.7116 -1.7761 0.5982 0.50
O 0.2164 -2.8401 2.4602 -0.98
H -0.4416 -2.8531 3.1102 0.45
H -0.1096 -2.1291 1.8162 0.50
O 2.9674 -1.2721 -0.5518 -0.94
H 2.5074 -1.9941 -0.0918 0.47
H 2.3474 -0.6821 -0.7128 0.46
O -1.8446 1.5479 -2.7588 -0.96
H -1.3226 1.3949 -1.9978 0.46
H -1.7226 0.6249 -3.0538 0.49
O 1.3434 0.7109 -3.6988 -0.94
H 2.1184 0.2519 -4.0528 0.48
H 1.6464 1.2369 -2.8878 0.49
O -0.8656 -1.0721 -3.3568 -1.03
H 0.0424 -0.4961 -3.2138 0.53
H -0.8116 -2.0361 -3.2888 0.48
O 2.1934 2.6109 0.3152 -0.95
H 1.4914 1.9759 0.4822 0.49
H 2.2454 2.7359 -0.5658 0.45
O 1.0394 1.8739 3.7862 -0.94
H 0.5594 1.3709 4.3262 0.45
H 1.3894 1.2239 3.1182 0.48
O -1.8086 1.4999 2.4602 -0.92
H -1.2246 1.0249 1.9962 0.46
H -1.7836 2.4529 1.9282 0.46